Entry 1:
An isolated molecule of C5H7NO, computed with ωB97M-V/def2-TZVPD.

Results
Strongest force on any atom, eV/Å: 1.13
Energy relative to the best compared isomer or geometry (same formula, charge and spin), eV: 0.4800
HOMO-LUMO gap, eV: 10.97
SMILES: CC(=O)[C@@H](C)C#N
Total charge: 0
HOMO, eV: -10.3

Structure (XYZ):
```
14
Properties=species:S:1:pos:R:3:lowdin_charge:R:1
C 1.3684 -0.2227 -1.3564 -0.054
C 0.0738 0.1493 -0.6341 -0.293
C -1.0455 -0.7200 -1.0243 -0.197
N -1.9237 -1.4166 -1.3110 0.162
C 0.2345 0.1125 0.9043 -0.412
O 1.2850 -0.2232 1.3950 0.107
C -0.9622 0.5350 1.7204 -0.007
H 1.6938 -1.2247 -1.0689 0.092
H 1.2271 -0.1883 -2.4397 0.087
H 2.1556 0.4807 -1.0751 0.088
H -0.2221 1.1751 -0.8968 0.154
H -0.6778 0.6046 2.7714 0.088
H -1.7715 -0.1952 1.6076 0.091
H -1.3455 1.5004 1.3714 0.092
```


Entry 2:
An isolated molecule of C5H7NO, computed with ωB97M-V/def2-TZVPD.

Results
Strongest force on any atom, eV/Å: 2.79
Energy relative to the best compared isomer or geometry (same formula, charge and spin), eV: 1.8580
HOMO-LUMO gap, eV: 9.29
SMILES: C[C@H]1C=CNC1=O
Total charge: 0
HOMO, eV: -8.5

Structure (XYZ):
```
14
Properties=species:S:1:pos:R:3:lowdin_charge:R:1
C 1.2967 -1.4272 -0.3749 -0.026
C 0.2098 -0.4071 -0.0566 -0.249
C 0.0642 0.2225 1.2514 -0.062
C -0.8270 1.2278 1.1039 -0.125
N -1.1430 1.3803 -0.2308 0.074
C -0.3474 0.5238 -1.0567 -0.530
O -0.2409 0.5365 -2.2686 0.047
H 1.9218 -1.6629 0.5016 0.080
H 1.9701 -1.0724 -1.1658 0.086
H 0.8556 -2.3647 -0.7147 0.078
H -1.0614 -0.5872 -0.4197 0.254
H 0.5126 -0.1247 2.1738 0.106
H -1.3665 1.7669 1.8706 0.117
H -1.8446 1.9884 -0.6135 0.150
```


Entry 3:
A structure of composition C5H7NO, computed with ωB97M-V/def2-TZVPD.

Results
Strongest force on any atom, eV/Å: 0.46
Energy relative to the best compared isomer or geometry (same formula, charge and spin), eV: 6.8809
HOMO-LUMO gap (spin up / spin down), eV: 7.95 / 7.95
Total charge: 0
HOMO (spin up / spin down), eV: -8.2 / -8.2

Structure (XYZ):
```
14
Properties=species:S:1:pos:R:3:lowdin_charge:R:1
C 2.1722 0.5724 0.5784 -0.043
N 1.5816 -0.5753 0.4641 0.079
C 0.2894 -0.6148 0.1316 -0.389
O -0.4672 -1.7208 0.2247 0.084
C -1.4707 -0.9686 -0.5309 -0.221
C -1.8844 0.3191 0.1079 -0.034
C -0.5653 0.2234 -0.6326 -0.132
H 1.6784 1.4849 0.9135 0.079
H 3.2633 0.5961 0.5455 0.082
H 1.5026 1.4619 -1.0891 0.067
H -2.0150 -1.5349 -1.2792 0.149
H -1.9162 0.4148 1.1929 0.111
H -2.6959 0.8342 -0.4060 0.104
H 0.7189 1.2601 -1.2347 0.061
```


Entry 4:
An isolated molecule of C5H7NO, computed with ωB97M-V/def2-TZVPD.

Results
Strongest force on any atom, eV/Å: 0.55
Energy relative to the best compared isomer or geometry (same formula, charge and spin), eV: 3.5004
HOMO-LUMO gap, eV: 10.00
SMILES: OCC#C[C@H]1CN1
Total charge: 0
HOMO, eV: -9.3

Structure (XYZ):
```
14
Properties=species:S:1:pos:R:3:lowdin_charge:R:1
O 0.0130 2.5596 -0.8935 -0.063
C -1.2681 2.0359 -0.5810 -0.272
C -1.1349 0.6972 0.0123 0.011
C -0.7475 -0.3561 0.4576 0.014
C -0.0005 -1.5207 0.8887 -0.320
C 1.4233 -1.5045 0.4496 -0.146
N 1.0903 -1.3302 1.8536 0.020
H 0.5545 2.4689 -0.0988 0.086
H -1.8221 2.7068 0.0897 0.116
H -1.8093 1.9919 -1.5287 0.120
H -0.5249 -2.4686 0.9891 0.132
H 1.7265 -0.6309 -0.1274 0.110
H 1.9277 -2.4321 0.1967 0.100
H 1.1510 -0.3511 2.1223 0.093
```


Entry 5:
A structure of composition C5H7NO, computed with ωB97M-V/def2-TZVPD.

Results
Strongest force on any atom, eV/Å: 1.36
Energy relative to the best compared isomer or geometry (same formula, charge and spin), eV: 4.9364
HOMO-LUMO gap, eV: 9.17
Total charge: 0
HOMO, eV: -8.4

Structure (XYZ):
```
14
Properties=species:S:1:pos:R:3:lowdin_charge:R:1
O 0.1677 -1.7598 2.1751 0.031
C -0.2461 -1.0620 1.2587 -0.429
C -1.2549 -0.0430 1.0717 -0.026
N -0.8830 0.1327 -0.4717 -0.102
C 0.1862 1.1660 -0.8060 -0.102
C 1.2703 0.0955 -0.5420 -0.086
C 0.1539 -0.9568 -0.2394 -0.156
H -1.9614 -0.1985 -0.1176 0.186
H -1.6134 0.8084 1.6493 0.095
H 0.1477 2.0224 -0.1252 0.114
H 0.1055 1.4987 -1.8470 0.109
H 1.9352 0.2855 0.3063 0.114
H 1.8685 -0.1484 -1.4257 0.106
H 0.1238 -1.8407 -0.8863 0.145
```


Entry 6:
An isolated molecule of C5H7NO, computed with ωB97M-V/def2-TZVPD.

Results
Strongest force on any atom, eV/Å: 0.48
Energy relative to the best compared isomer or geometry (same formula, charge and spin), eV: 3.1427
HOMO-LUMO gap, eV: 9.03
Total charge: 0
HOMO, eV: -8.8

Structure (XYZ):
```
14
Properties=species:S:1:pos:R:3:lowdin_charge:R:1
C 0.7366 -0.1025 -1.4002 -0.113
C -0.3863 -0.8775 -0.7402 -0.199
C -0.2846 -1.3443 0.5537 0.064
O -0.4951 0.1588 2.0049 -0.078
C 0.0258 1.2377 1.6118 -0.358
N 0.3115 1.5872 0.3747 0.065
C -0.0622 0.9202 -0.7251 -0.205
H 1.7232 -0.2761 -0.9695 0.125
H 0.7044 -0.1180 -2.4871 0.114
H -1.2707 -1.1010 -1.3313 0.120
H 0.6678 -1.4034 1.0659 0.102
H -1.0656 -1.9903 0.9474 0.100
H 0.3140 1.9874 2.3654 0.122
H -0.9188 1.3217 -1.2704 0.142
```


Q: Number 1 is which compound?
A: C5H7NO


Q: Among the records above, which one has the highest strongest force on any atom?
A: number 2


Q: Look up the total charge of the second one.
A: 0